Record 1
The following is a quantum chemistry calculation of one molecule with the formula C4H8OSe, from OMol25.

Element x y z (Å)
C: 1.878 -0.231 -2.353
Se: 1.148 -1.234 -0.882
C: -0.047 0.224 -0.118
C: -0.607 -0.508 1.343
C: -1.644 0.298 2.047
O: -0.373 -1.660 1.575
H: 2.444 -0.965 -2.866
H: 1.061 0.228 -2.896
H: 2.443 0.572 -1.835
H: -1.018 0.511 -0.582
H: 0.517 1.152 -0.075
H: -1.256 1.227 2.318
H: -1.999 -0.139 2.989
H: -2.549 0.525 1.334

Forces on the atoms, in the same order (eV/Å):
C -0.5489 1.5156 1.7174
Se -1.5977 0.4640 0.7761
C -0.6249 -1.9234 1.8509
C 0.1989 0.6596 -2.6500
C -2.2104 -0.4657 -0.6839
O 0.3518 0.5259 0.0547
H 0.7057 -0.1299 -0.8436
H 0.1303 -0.2185 -0.5038
H 0.1847 -0.5131 -0.9556
H 0.7143 -0.7449 -0.3817
H 0.2143 -0.0493 0.6193
H 0.7586 1.8278 0.2291
H 0.0168 -0.3371 -0.5117
H 1.7065 -0.6109 1.2829

The calculation puts the maximum force at 0.0533 hartree/bohr. As for the total energy: -71670.0121 eV. Its SMILES is C[Se]CC(C)=O. The value obtained for the HOMO energy is -0.3004 Ha.



Record 2
The following is a quantum chemistry calculation of an isolated ion of composition C9H13F2O3 and charge -1, from OMol25.

Element x y z (Å)
C: -0.721 -1.806 -0.237
C: -1.347 -0.369 -0.042
C: -1.989 -0.328 1.347
C: -2.497 0.089 -1.045
C: -0.198 0.574 -0.135
O: 0.026 1.029 -1.421
C: 0.550 0.889 0.973
C: 1.780 1.718 0.924
O: 2.954 0.909 0.616
C: 2.779 0.453 -0.743
O: 2.886 1.319 -1.580
C: 2.355 -0.883 -0.678
F: 2.574 -1.936 -1.605
F: 2.305 -1.623 0.521
H: -0.497 -1.884 -1.300
H: 0.047 -1.791 0.500
H: -1.371 -2.602 0.130
H: -1.249 -0.628 2.279
H: -2.937 -0.960 1.490
H: -2.123 0.732 1.633
H: -3.390 -0.536 -1.114
H: -2.776 1.051 -0.681
H: -2.017 0.231 -2.054
H: 0.991 1.294 -1.599
H: 0.165 0.453 1.845
H: 2.065 2.158 1.807
H: 1.636 2.448 0.167

Forces on the atoms, in the same order (eV/Å):
C -1.8021 1.3276 -0.0796
C -1.8101 -1.3977 0.0464
C 0.9076 -0.3871 3.2235
C 2.1542 -0.6610 -0.7153
C 1.7738 1.5730 0.5973
O 0.9742 0.0757 0.4427
C -1.3104 0.3550 -2.4200
C 0.1739 -2.0821 -1.1308
O -1.0962 -0.0649 -0.5955
C 0.7435 -3.4008 3.5073
O -0.4393 1.3127 -2.9415
C 0.8917 -1.2354 -0.0426
F -0.2857 1.7549 0.0856
F 0.3055 1.1555 -0.6278
H 0.7154 -0.5216 0.3105
H 1.3458 -0.3104 -0.3035
H -0.5729 0.0075 -0.4853
H -1.7043 0.0539 -2.4947
H 1.3439 1.0174 -0.5074
H -0.6812 -0.3929 -0.2629
H 0.3134 -0.2670 0.2126
H -0.4758 0.9117 0.0718
H -0.7626 -0.2330 0.9146
H -1.2263 -0.4476 0.5190
H 0.2150 -0.3400 1.2273
H 0.1139 1.1978 2.2279
H 0.1951 0.9989 -0.7794

The calculation puts the maximum force at 0.0961 hartree/bohr. As for the total energy: -21119.5325 eV. Its SMILES is CC(C)(C)/C(O)=C/COC([O-])=C(F)F. The net charge is -1. The value obtained for the HOMO energy is -0.1147 Ha.



Record 3
The following is a quantum chemistry calculation of one molecule with the formula C4H4N2O3, from OMol25.

Element x y z (Å)
O: -2.093 1.190 0.892
C: -1.030 0.540 0.443
N: 0.342 0.580 1.067
C: 1.196 -0.379 0.644
O: 2.355 -0.594 1.362
N: 0.841 -1.292 -0.390
C: -0.088 -0.884 -1.115
C: -0.958 0.210 -0.930
O: -1.983 0.633 -1.540
H: 0.545 1.231 1.747
H: 3.072 -1.074 0.708
H: 0.064 -1.391 -2.021
H: -2.261 1.230 -0.868

Forces on the atoms, in the same order (eV/Å):
O 4.7242 -2.3155 -0.9409
C -1.0650 4.3549 2.2989
N -2.2733 -3.4056 -3.1888
C -0.3084 -3.1597 -0.7007
O 1.0311 -0.7605 -3.1959
N 6.4355 2.3660 7.6081
C -4.0632 2.6591 -4.4629
C 3.4708 -3.7821 3.5703
O -1.9319 -0.1350 -4.2899
H 0.5149 1.4279 1.9475
H -2.9462 1.6085 2.2773
H -1.3836 -0.5927 -1.8782
H -2.2048 1.7348 0.9550

The calculation puts the maximum force at 0.1992 hartree/bohr. As for the total energy: -13332.7356 eV. Its SMILES is O=c1[nH]c(O)ncc1O. The value obtained for the HOMO energy is -0.2966 Ha.